{
  "formula": "C28H45BBrIN4O4S",
  "method": "wB97M-V/def2-TZVPD",
  "total_charge": 1,
  "e_tot_ha": -4907.7468,
  "largest_force_ev_per_a": 8.39,
  "homo_lumo_gap_ha": 0.2159,
  "molar_mass_g_mol": 751.38,
  "e_homo_ev": -10.604,
  "spin_multiplicity": 2,
  "e_lumo_ha": -0.17379,
  "elements": ["C", "C", "O", "B", "O", "C", "C", "C", "C", "C", "C", "C", "C", "N", "C", "N", "C", "S", "C", "C", "C", "C", "I", "N", "Br", "C", "C", "C", "O", "H", "H", "H", "H", "H", "H", "H", "H", "H", "H", "H", "H", "H", "H", "H", "H", "H", "H", "H", "H", "H", "H", "H", "H", "H", "H", "H", "C", "C", "C", "C", "C", "C", "N", "O", "C", "C", "C", "H", "H", "H", "H", "H", "H", "H", "H", "H", "H", "H", "H", "H", "H", "H", "H", "H", "H"],
  "coordinates": [[-3.385615, 4.575768, 0.753901], [-2.357429, 3.501181, 1.472947], [-1.611507, 2.651057, 0.534966], [-1.210420, 1.353439, 1.186846], [-0.232141, 1.468380, 2.279563], [-1.919523, 0.003365, 0.595486], [-1.680360, 0.071910, -1.059726], [-3.058430, 0.321161, -1.909365], [-4.002185, 1.660522, -1.885943], [-5.343264, 1.723175, -2.852590], [-5.820817, 0.510859, -3.877552], [-4.866085, -0.858110, -3.888854], [-3.541062, -0.919083, -2.922505], [-3.443980, -0.056302, 0.819814], [-3.762837, -0.097399, 2.294876], [-5.236812, -0.540668, 2.407409], [-5.768973, 0.315409, 3.379873], [-6.588864, 1.444318, 4.408387], [-2.826914, -1.179075, 3.156132], [-2.150690, -0.324168, 4.360757], [-0.765890, -0.896002, 5.000351], [0.051809, 0.139196, 5.972521], [-1.254141, -2.660940, 6.270201], [-1.941709, -2.040462, 2.317677], [-3.063219, -3.480343, 1.733344], [-1.330628, -1.427397, 1.086177], [0.337202, -1.486098, 1.208169], [0.923606, -3.012918, 1.032670], [1.394940, -3.628442, 2.140490], [-4.532179, 4.336249, 0.976295], [-3.288131, 4.557411, -0.435906], [-3.233105, 5.691178, 1.150340], [-1.545795, 4.147229, 2.063275], [-2.980284, 2.929873, 2.281613], [-0.540906, 2.063770, 3.023002], [-1.173671, -0.889995, -1.490816], [-0.950043, 0.972449, -1.345682], [-3.676568, 2.548298, -1.195102], [-5.987690, 2.707923, -2.788284], [-6.781643, 0.586912, -4.581643], [-5.152227, -1.757802, -4.619651], [-2.880861, -1.910620, -3.003776], [-3.834300, -0.961296, 0.436813], [-3.712952, 0.948820, 2.817832], [-3.626632, -1.906391, 3.665537], [-1.965513, 0.829398, 4.115509], [-2.947534, -0.303630, 5.250706], [0.014495, -1.310407, 4.206864], [0.025298, -0.287920, 7.076866], [-0.366554, 1.231707, 5.978384], [1.211709, 0.234069, 5.709127], [-1.164164, -2.543307, 2.822175], [-1.560255, -2.198502, 0.201208], [0.743306, -0.865286, 0.281631], [0.735822, -0.952305, 2.175751], [0.908128, -3.597527, 0.003532], [4.755288, 1.225552, -1.047371], [4.397315, -0.286122, -1.137803], [5.696302, -1.133875, -1.229518], [6.379427, -1.061041, -2.591515], [5.399567, -1.385642, -3.715187], [4.109140, -0.527772, -3.662121], [3.476075, -0.513958, -2.302100], [2.845594, -1.758051, -2.112444], [4.430462, 0.921431, -4.110760], [3.132279, -1.041868, -4.771876], [3.719182, -0.591446, 0.238548], [4.863554, 1.561573, -0.009180], [5.703582, 1.467181, -1.534495], [3.970484, 1.853071, -1.484525], [5.469492, -2.187194, -1.016802], [6.408590, -0.816226, -0.456896], [6.821813, -0.071205, -2.747481], [7.213836, -1.771881, -2.620038], [5.906669, -1.250073, -4.679068], [5.146322, -2.453085, -3.655383], [3.561014, 1.572986, -3.998707], [4.722810, 0.950607, -5.171486], [5.265050, 1.371136, -3.575632], [2.897412, -2.107322, -4.669024], [3.572443, -0.922117, -5.769869], [2.190834, -0.479918, -4.759866], [2.793767, -0.016963, 0.359286], [4.384828, -0.326417, 1.069603], [3.485058, -1.653996, 0.370088]],
  "atomic_forces_ev_per_a": [[-0.8, 0.2, -0.5], [0.2, 2.3, 1.1], [-0.9, -2.7, 2.3], [0.2, 3.4, 0.6], [-2.8, -0.5, -0.8], [-0.3, -1.6, -0.9], [-0.3, 1.1, -1.3], [-3.6, -0.3, -2.7], [-0.6, -3.6, -2.5], [1.8, -2.6, -0.1], [4.0, -0.6, 2.8], [0.7, 3.5, 2.2], [-1.9, 2.4, -0.3], [0.9, -0.6, 1.9], [0.0, -0.3, -0.3], [-1.4, 5.6, 6.1], [-0.4, -1.2, -2.5], [3.0, -4.1, -3.6], [-2.6, 1.6, 2.9], [0.6, 0.6, 1.4], [0.9, 0.4, -0.5], [0.7, 0.1, 0.8], [0.1, 0.5, -0.9], [0.0, -0.5, -0.3], [0.0, -0.4, 0.1], [2.7, -0.3, -3.2], [0.1, 0.3, -1.1], [1.7, -2.1, 5.7], [-3.0, 3.7, -6.8], [2.6, 0.2, -0.4], [0.1, 0.1, 2.7], [0.0, -2.6, -0.9], [-1.7, -1.3, -1.1], [1.2, 0.6, -1.6], [0.7, -0.6, -1.6], [-1.0, 1.7, 1.0], [-1.6, -1.9, 0.8], [-0.9, -1.9, -1.6], [1.5, -2.3, -0.2], [2.4, -0.1, 1.9], [0.8, 2.2, 1.9], [-1.5, 2.5, 0.3], [0.6, 1.4, 0.1], [0.7, -1.9, -1.3], [2.1, 1.6, -1.1], [-0.4, -2.7, 0.1], [1.6, -0.1, -2.1], [-1.9, 0.9, 1.5], [0.0, 1.2, -2.4], [0.5, -2.1, -0.1], [-2.7, -0.4, 0.3], [-0.9, 0.7, 0.1], [0.4, 1.9, 2.0], [-0.9, -1.3, 1.8], [-0.8, -1.3, -1.8], [0.0, 1.4, 2.0], [0.1, 0.3, -0.2], [0.5, 1.1, 1.5], [-0.1, -0.2, -0.3], [0.0, 0.1, 0.0], [0.0, -0.2, 0.4], [0.1, 0.8, -2.0], [-0.5, -5.1, 0.6], [1.1, 3.5, -0.4], [0.3, 0.1, 0.0], [-0.2, -0.4, 0.7], [-0.3, -0.5, -0.6], [0.0, -0.3, -0.1], [-0.2, 0.0, -0.1], [0.1, -0.2, 0.0], [-0.2, 0.2, 0.0], [-0.3, 0.1, 0.0], [-0.1, 0.0, 0.0], [-0.1, 0.1, 0.0], [-0.3, 0.1, 0.1], [-0.2, 0.2, 0.0], [0.0, -0.1, 0.0], [-0.2, -0.3, 0.3], [-0.1, 0.0, 0.1], [0.0, 0.3, 0.2], [0.1, 0.2, 0.4], [0.2, -0.1, 0.1], [0.1, 0.0, -0.1], [0.0, 0.1, -0.4], [0.0, 0.2, -0.2]],
  "mulliken_spin": [0.000, 0.000, 0.000, -0.001, 0.000, 0.001, -0.001, 0.000, 0.000, 0.000, 0.000, 0.000, 0.000, 0.000, 0.000, 0.000, 0.000, 0.000, 0.000, 0.000, 0.000, 0.000, 0.000, 0.000, 0.000, -0.004, 0.014, 0.002, 0.000, 0.000, 0.000, 0.000, 0.000, 0.000, 0.000, 0.000, 0.001, 0.000, 0.000, 0.000, 0.000, 0.000, 0.000, 0.000, 0.000, 0.000, 0.000, 0.000, 0.000, 0.000, 0.000, 0.000, -0.001, -0.009, 0.001, 0.000, 0.012, 0.021, 0.021, -0.018, 0.020, 0.025, 0.308, 0.628, 0.012, -0.011, -0.033, 0.001, 0.001, -0.009, 0.003, 0.002, 0.001, 0.002, 0.002, 0.002, -0.006, 0.000, 0.001, 0.000, 0.000, 0.001, 0.006, 0.000, 0.003]
}